{
  "formula": "BF4Sn",
  "method": "wB97M-V/def2-TZVPD",
  "multiplicity": 2,
  "relative_energy_kj_mol": 40.2,
  "gap_ev": [9.28, 6.84],
  "charge": 2,
  "homo_ha": [-0.8457, -0.8407],
  "elements": ["Sn", "B", "F", "F", "F", "F"],
  "coordinates": [[1.254, 2.678, -0.063], [-0.274, -0.557, -0.020], [-0.344, -1.895, 0.288], [-1.302, -0.184, -0.877], [-0.347, 0.162, 1.132], [1.013, -0.204, -0.460]]
}